This record from the Open Molecules 2025 dataset describes a structure of composition C2H6FGdO2 at a distorted geometry. The level of theory is wB97M-V/def2-TZVPD.

Structure (XYZ):
```
12
Properties=species:S:1:pos:R:3:forces:R:3:mulliken_charge:R:1
C -3.506 -1.140 -0.282 -0.487 -0.308 -0.094 -0.5500
O -2.258 -0.480 -0.365 0.064 1.651 0.401 0.0618
C -1.099 -1.296 -0.595 0.593 -0.659 0.138 -0.0680
O -0.035 -0.440 -0.640 1.311 1.533 3.219 -0.6929
Gd -1.551 1.795 0.179 2.238 -2.103 0.819 1.0320
H -4.219 -0.387 0.071 -0.059 -0.370 -0.049 0.2106
H -3.793 -1.489 -1.284 -0.043 -0.044 0.382 0.2799
H -3.433 -1.972 0.433 -0.194 0.216 -0.239 0.2988
H -1.248 -1.789 -1.570 0.168 0.019 0.326 0.3113
H -1.036 -2.017 0.241 -0.057 0.067 -0.404 0.3205
H 0.485 -0.165 0.495 -1.798 0.143 -2.456 0.4954
F 0.441 0.922 1.576 -1.735 -0.145 -2.042 -0.6994
```
Forces are in eV/Å.

The gap between HOMO and LUMO (alpha / beta) is 8.5996 / 9.2951 eV. The charge is +1. The largest force on an atom comes out at 3.8 eV/A. The multiplicity is 9. The value obtained for the LUMO energy (alpha / beta) is -4.6 / -5.4 eV. Its calculated total energy is -29810.8215 eV.


This record from the Open Molecules 2025 dataset describes a cluster of 2 separate species, C2H2O in total at a distorted geometry. The level of theory is wB97M-V/def2-TZVPD.

Structure (XYZ):
```
5
Properties=species:S:1:pos:R:3:forces:R:3:nbo_charge:R:1
C 1.273 -0.179 0.143 0.459 -0.145 -0.199 -0.3472
C 0.120 -0.273 -0.134 -6.815 0.750 0.701 0.2410
O -1.823 -0.130 0.043 5.635 -1.292 -0.360 -0.6054
H 2.323 -0.196 0.206 0.506 0.036 0.121 0.2440
H -1.893 0.777 -0.258 0.215 0.651 -0.263 0.4677
```
Forces are in eV/Å.

The gap between HOMO and LUMO is 9.5981 eV. The largest force on an atom comes out at 6.9 eV/A. For the energy above the lowest of the compared OMol25 structures with the same formula, charge and spin, the calculation gives 463.5 kJ/mol. The value obtained for the LUMO energy is -1.5 eV. Its calculated total energy is -4147.7369 eV.


This record from the Open Molecules 2025 dataset describes a cluster of 2 separate species, C5H12NO2 in total at a distorted geometry. The level of theory is wB97M-V/def2-TZVPD.

Structure (XYZ):
```
20
Properties=species:S:1:pos:R:3:forces:R:3:nbo_charge:R:1
C -0.047 1.866 0.334 1.653 -3.411 3.496 0.0950
O -0.153 2.747 -0.512 -0.802 2.939 -3.782 -0.8673
C 0.103 0.253 -0.116 2.182 2.205 1.773 -0.1143
C -1.226 -0.119 -0.531 -2.369 0.744 -4.152 -0.4796
C -1.462 -1.564 -0.613 0.650 -1.491 0.794 -0.1373
C -2.066 -2.102 0.478 0.475 0.020 -1.013 -0.4537
N 1.159 0.011 -1.125 1.377 2.399 4.653 -0.8622
H -0.913 1.723 1.080 0.333 0.119 0.011 0.0239
H 0.916 1.979 0.980 -0.396 -0.239 0.133 0.0123
H 0.390 -0.174 0.885 -0.359 -0.061 -0.818 0.1256
H -2.076 0.302 -0.021 0.151 0.571 0.934 0.2131
H -1.308 0.389 -1.562 -0.063 -0.707 1.012 0.2034
H -0.870 -2.038 -1.450 -0.751 -0.307 1.362 0.1855
H -2.633 -1.406 1.077 0.176 0.291 0.328 0.1792
H -1.995 -3.075 0.950 -0.155 -0.431 -0.869 0.1863
H 0.860 -0.518 -1.811 -1.838 -3.344 -4.185 0.3268
H 1.589 0.819 -1.541 -0.349 0.756 0.349 0.3660
H 3.306 -0.382 1.267 -0.951 -0.504 0.070 0.4748
H 1.941 -1.065 1.345 -4.442 0.468 -2.305 0.4745
O 2.762 -1.076 1.683 5.479 -0.019 2.206 -0.9521
```
Forces are in eV/Å.

The gap between HOMO and LUMO is 6.5319 eV. The charge is -1. The largest force on an atom comes out at 5.9 eV/A. For the energy above the lowest of the compared OMol25 structures with the same formula, charge and spin, the calculation gives 472.5 kJ/mol. The value obtained for the LUMO energy is 3.8 eV. Its calculated total energy is -10962.0934 eV.


This record from the Open Molecules 2025 dataset describes a structure of composition C18H38Br14O4S at a distorted geometry. The level of theory is wB97M-V/def2-TZVPD.

Structure (XYZ):
```
75
Properties=species:S:1:pos:R:3:forces:R:3:mulliken_charge:R:1
C 4.585 3.407 1.501 0.502 -0.188 -0.242 -0.8111
C 4.550 2.185 0.379 -1.014 0.263 1.131 -0.3239
C 3.697 0.937 1.081 -0.612 0.428 -0.062 -0.3843
C 2.119 1.446 1.099 1.429 1.415 -0.243 -0.1457
O 1.154 0.394 1.453 3.703 -0.406 -1.985 -0.3647
O 0.319 1.000 2.288 -1.633 0.512 -0.447 0.0830
S -0.990 1.680 1.367 -1.636 -3.801 -6.801 0.6096
O -1.103 0.682 0.150 1.022 4.101 3.891 -0.5399
O -0.558 3.202 0.731 0.369 -0.507 0.641 -0.4831
H 5.707 3.549 1.823 -2.313 -0.003 -0.504 0.2712
H 4.156 4.410 1.051 0.969 -2.022 1.033 0.2185
H 3.964 3.105 2.453 1.251 0.708 -1.890 0.2167
H 3.928 2.596 -0.541 1.553 -1.187 1.682 0.2087
H 5.647 1.883 0.094 -2.337 0.502 0.401 0.3228
H 3.810 -0.080 0.492 -0.209 2.377 1.554 0.0260
H 3.992 0.800 2.228 -0.378 0.230 -2.576 0.2657
H 1.791 1.973 0.087 0.741 -1.376 1.849 0.1904
H 2.010 2.291 1.932 0.349 -1.906 -1.786 0.1573
H -0.717 3.951 1.379 0.111 -1.475 -0.636 0.3489
Br 2.693 -0.907 -1.494 -0.269 -0.137 -0.486 -0.1214
C 0.934 -0.582 -2.271 -0.068 -0.175 0.022 -0.4824
C 0.976 -0.677 -3.778 -0.148 0.079 -0.138 -0.5096
Br 1.770 0.921 -4.565 0.037 -0.127 0.005 -0.1757
H 0.599 0.393 -1.906 0.028 -0.278 -0.095 0.3749
H 0.291 -1.362 -1.853 0.063 0.193 -0.071 0.2932
H -0.037 -0.723 -4.189 0.136 0.022 0.142 0.2311
H 1.550 -1.532 -4.144 -0.069 0.190 0.140 0.4186
Br -2.943 -1.218 -3.558 -0.053 -0.107 -0.043 -0.1352
C -2.878 -3.165 -3.481 -0.047 0.143 0.251 -0.5434
C -1.538 -3.687 -3.944 0.007 -0.297 -0.113 -0.4292
Br -1.388 -3.622 -5.888 0.033 0.090 0.104 -0.0871
H -3.717 -3.537 -4.074 0.299 0.052 0.075 0.3901
H -3.045 -3.413 -2.429 0.098 0.008 -0.189 0.3629
H -1.425 -4.743 -3.686 -0.051 0.198 -0.013 0.3954
H -0.690 -3.126 -3.540 -0.269 -0.084 -0.064 0.0439
Br -2.557 4.799 5.965 -0.042 -0.157 -0.090 -0.1143
C -2.492 2.852 6.042 -0.001 0.355 0.206 -0.5761
C -1.152 2.330 5.579 0.247 0.105 0.353 -0.5514
Br -1.003 2.395 3.635 -1.785 2.243 5.060 0.0376
H -3.332 2.480 5.448 0.276 0.000 0.019 0.2860
H -2.659 2.604 7.094 0.127 0.231 -0.420 0.3295
H -1.039 1.274 5.837 -0.068 0.217 -0.175 0.2937
H -0.305 2.891 5.983 -0.300 -0.040 0.035 0.4234
Br 2.774 -6.225 -9.836 -0.083 -0.016 0.106 -0.1473
C 1.381 -4.934 -9.391 -0.023 -0.020 -0.263 -0.5841
C 1.970 -3.676 -8.798 -0.118 0.181 0.222 -0.5928
Br 2.499 -3.951 -6.941 0.108 -0.039 -0.103 -0.1001
H 0.678 -5.441 -8.725 0.212 0.193 -0.075 0.3276
H 0.883 -4.716 -10.340 0.105 0.018 0.183 0.3771
H 1.222 -2.879 -8.765 0.077 -0.178 -0.037 0.3260
H 2.854 -3.316 -9.332 -0.236 -0.187 0.081 0.3966
Br -5.802 8.249 7.801 0.102 0.099 -0.012 -0.1261
C -4.985 9.487 6.535 -0.298 -0.002 0.001 -0.5690
C -4.149 8.753 5.513 0.238 0.116 -0.133 -0.5564
Br -2.443 8.187 6.272 -0.126 0.115 -0.048 -0.1719
H -4.415 10.214 7.121 -0.052 -0.236 -0.194 0.3619
H -5.825 9.995 6.052 0.186 -0.108 0.024 0.3305
H -3.885 9.414 4.683 -0.092 -0.070 0.175 0.3326
H -4.635 7.857 5.117 0.056 0.222 0.189 0.3670
Br -2.631 0.243 7.868 -0.155 -0.598 0.320 -0.1838
C -4.387 -0.154 7.119 -0.061 -0.050 0.290 -0.5105
C -4.349 -1.401 6.267 -0.127 -0.054 -0.275 -0.5963
Br -3.537 -1.042 4.529 0.057 -0.003 0.144 -0.1145
H -4.711 0.736 6.574 0.077 -0.266 0.040 0.3185
H -5.038 -0.300 7.986 0.115 -0.011 -0.178 0.3829
H -5.362 -1.745 6.041 0.154 0.121 0.104 0.3365
H -3.784 -2.220 6.719 -0.117 0.290 -0.036 0.3799
Br 3.232 -6.196 -3.659 0.055 -0.086 0.024 -0.1413
C 4.379 -7.351 -4.733 0.093 0.251 -0.026 -0.5857
C 3.632 -7.914 -5.920 0.056 -0.209 -0.132 -0.3110
Br 2.443 -9.364 -5.382 -0.013 0.114 -0.041 -0.1320
H 4.775 -8.120 -4.064 -0.171 0.129 -0.213 0.3920
H 5.199 -6.707 -5.065 -0.175 -0.127 -0.014 0.3293
H 4.326 -8.366 -6.633 -0.078 0.119 0.158 0.3336
H 3.017 -7.172 -6.437 0.190 -0.102 0.193 0.1103
```
Forces are in eV/Å.

The gap between HOMO and LUMO is 9.2817 eV. The largest force on an atom comes out at 8.0 eV/A. The value obtained for the LUMO energy is 0.2 eV. Its calculated total energy is -1018894.6733 eV.


This record from the Open Molecules 2025 dataset describes a cluster of 9 separate species, H18O9 in total at a distorted geometry. The level of theory is wB97M-V/def2-TZVPD.

Structure (XYZ):
```
27
Properties=species:S:1:pos:R:3:forces:R:3:nbo_charge:R:1
O 0.800 1.863 3.884 0.343 0.596 0.461 -0.9677
H 1.350 1.155 4.222 0.103 -0.156 0.028 0.4557
H 0.171 1.425 3.311 -0.313 -0.352 -0.437 0.4890
O 2.697 2.683 -0.751 0.055 0.398 -0.219 -0.9380
H 2.186 2.094 -0.196 -0.336 -0.321 0.051 0.4835
H 3.398 3.001 -0.182 0.168 -0.007 0.107 0.4552
O -1.954 -1.674 -0.432 0.064 0.763 -1.035 -1.3217
H -2.556 -2.402 -0.587 -0.579 -0.596 0.007 0.4268
H -1.603 -1.836 0.444 0.335 -0.384 1.280 0.3294
O -0.743 0.098 2.239 0.298 0.582 0.031 -1.1291
H -0.553 -0.721 2.696 0.087 -0.826 0.219 0.3928
H -1.657 0.285 2.450 -0.682 0.097 -0.068 0.4780
O 0.593 0.206 -0.141 0.560 0.566 -0.104 -1.0026
H 0.234 0.340 0.736 -0.230 0.124 0.370 0.4889
H 0.177 -0.599 -0.449 0.191 -0.205 -0.382 0.4812
O -1.013 0.245 -3.168 0.056 0.232 -0.208 -0.9271
H -1.856 0.658 -3.357 -0.181 0.157 -0.006 0.4494
H -1.219 -0.683 -3.063 0.129 -0.323 0.090 0.4661
O -2.586 1.130 -0.007 -0.277 0.760 0.402 -0.9707
H -3.076 1.038 -0.824 -0.017 -0.143 -0.144 0.4557
H -2.116 0.301 0.086 0.114 -0.381 -0.242 0.4854
O 3.246 -0.442 -0.874 1.043 -0.136 -0.159 -0.9691
H 2.386 -0.040 -0.753 -0.724 0.084 0.075 0.5016
H 3.222 -1.229 -0.330 -0.159 -0.123 0.072 0.4500
O 0.361 -2.022 -1.839 0.696 0.014 -0.658 -0.9968
H -0.523 -1.954 -1.478 -0.832 -0.185 0.375 0.4742
H 0.634 -2.918 -1.639 0.088 -0.234 0.093 0.4599
```
Forces are in eV/Å.

The gap between HOMO and LUMO (alpha / beta) is 3.5808 / 10.6717 eV. The charge is -1. The largest force on an atom comes out at 1.4 eV/A. The multiplicity is 2. For the energy above the lowest of the compared OMol25 structures with the same formula, charge and spin, the calculation gives 44.4 kJ/mol. The value obtained for the LUMO energy (alpha / beta) is 3.0 / 3.1 eV. Its calculated total energy is -18719.7814 eV.


This record from the Open Molecules 2025 dataset describes a structure of composition C5H10O2. The level of theory is wB97M-V/def2-TZVPD.

Structure (XYZ):
```
17
Properties=species:S:1:pos:R:3:forces:R:3:nbo_charge:R:1
C -0.750 0.753 -1.561 -0.143 0.289 -0.182 -0.3141
C 1.071 -0.356 -0.258 0.120 -0.096 -0.078 -0.4586
C 0.958 0.396 1.031 0.102 -0.236 0.149 0.0672
O 0.765 1.805 0.874 -0.009 0.160 0.237 -0.7446
C -0.317 -0.448 1.330 -0.117 -0.007 0.102 -0.4483
C -0.021 -1.240 0.054 -0.008 -0.129 0.091 0.0277
O -1.176 -0.994 -0.953 0.041 -0.167 -0.185 -0.6586
H -0.701 0.503 -2.615 0.020 0.030 0.136 0.1839
H 0.040 1.396 -1.215 -0.143 -0.055 -0.095 0.2468
H -1.733 1.058 -1.217 0.100 -0.083 -0.111 0.1919
H 1.949 -0.527 -0.877 -0.093 -0.014 0.148 0.2012
H 1.757 0.235 1.775 -0.115 0.035 -0.119 0.1481
H 0.685 2.189 1.756 0.054 0.013 -0.167 0.4649
H -0.320 -1.014 2.269 0.041 0.039 -0.183 0.2073
H -1.243 0.132 1.257 0.156 -0.058 0.080 0.2111
H 0.026 -2.337 0.081 0.034 0.179 0.017 0.1906
H -0.991 -1.551 -1.731 -0.036 0.100 0.161 0.4836
```
Forces are in eV/Å.

The gap between HOMO and LUMO (alpha / beta) is 7.3911 / 7.3886 eV. The largest force on an atom comes out at 0.4 eV/A. For the energy above the lowest of the compared OMol25 structures with the same formula, charge and spin, the calculation gives 656.8 kJ/mol. The value obtained for the LUMO energy (alpha / beta) is 0.6 / 0.6 eV. Its calculated total energy is -9436.2357 eV.